1.
The following is a DFT calculation (wB97M-V/def2-TZVPD) of a 2-piece molecular cluster, C4H12 overall in a non-equilibrium geometry.

Properties
Orbital gap ... 0.443 hartree
Spin multiplicity ... 1
Largest force on an atom ... 3.5 eV Å⁻¹
Energy relative to the best compared isomer or geometry (same formula, charge and spin) ... 92.4 kJ/mol

Element x y z (Å)
H -1.060 -2.453 -0.927
H 1.568 -1.424 -0.163
H 0.181 1.200 1.642
H 0.083 -3.730 -0.679
H -0.876 0.743 0.241
C -0.004 2.695 -0.012
H 1.106 2.626 -0.299
H 0.574 -2.151 0.983
C -0.539 1.597 0.894
H 0.365 -2.442 -1.947
H -0.681 2.763 -0.890
H -1.390 1.903 1.402
C 0.023 -2.693 -0.920
C 0.586 -1.688 0.078
H 0.231 -0.623 0.149
H -0.165 3.677 0.449



2.
The following is a DFT calculation (wB97M-V/def2-TZVPD) of a 6-piece molecular cluster, C34H39IN6O6P2 overall in a non-equilibrium geometry.

Properties
Orbital gap ... 0.250 hartree
Spin multiplicity ... 1
Largest force on an atom ... 2.6 eV Å⁻¹
Energy relative to the best compared isomer or geometry (same formula, charge and spin) ... 0.0 kJ/mol

Element x y z (Å)
C 0.292 0.595 3.406
H 1.709 5.790 1.419
H -0.432 1.279 -4.281
H -0.766 -0.477 -6.319
H -3.096 -2.932 3.576
H -0.588 6.683 1.863
H -1.401 -2.304 -3.009
C -0.808 -0.351 3.838
H 4.373 -7.025 -0.466
C -2.114 -2.995 -2.590
C 3.481 -8.544 -1.835
H -1.571 7.262 -0.524
H 0.542 2.829 0.779
H -2.132 7.564 -2.940
C -0.082 8.428 -3.076
O 2.544 1.497 1.074
H -1.154 1.092 1.623
C -0.059 2.041 3.247
N -0.005 6.303 2.584
C 1.727 5.388 3.614
H 3.541 -9.468 -1.285
O 3.145 2.275 3.480
C -2.909 -0.426 -5.666
I -1.397 2.360 -0.959
H 1.472 -2.349 0.461
N -0.933 7.669 -1.180
H 0.779 -6.485 -0.008
C -0.807 -1.643 3.072
C 1.119 -3.311 0.800
H -2.057 2.374 2.341
H 2.799 -6.480 -4.331
H -3.410 -1.096 -6.344
C -0.520 2.986 0.915
C 1.239 -4.429 0.003
C 0.881 8.599 -2.045
H 1.667 -4.400 -0.985
N 0.083 -4.550 2.580
H 2.526 -9.116 -3.780
H 2.692 4.950 3.799
O -3.192 -1.167 1.979
H 3.865 -5.427 -2.326
N -2.531 1.007 -4.024
H -1.308 6.539 4.257
C 1.257 5.804 2.398
O 2.521 -2.003 3.889
H -0.997 -3.607 -0.899
C 0.377 -2.188 2.820
O 4.101 0.164 2.479
H -0.149 -6.576 2.210
H 0.027 8.696 -4.113
H 0.820 2.653 3.078
H -2.890 -5.099 -0.233
C -1.051 2.097 2.038
C 2.950 -8.359 -3.141
O -1.578 -0.093 4.733
C 0.200 -5.630 1.819
C -2.907 -4.481 -1.115
C 3.911 -7.322 -1.393
C -3.359 -3.370 -3.016
H 0.719 8.072 0.116
C 1.599 -1.448 3.342
H -4.525 0.316 -4.320
H -0.613 2.357 4.129
P 2.905 0.998 2.572
C -1.325 0.786 -4.629
H 2.308 0.730 0.543
H -0.743 4.027 1.119
H -2.160 -3.207 1.462
N -1.843 -3.679 -1.434
C -3.863 -4.313 -2.080
C 0.533 -3.448 2.027
H -3.855 -3.007 -3.900
N 3.656 -6.406 -2.379
H -4.819 -4.810 -2.112
C -3.502 0.275 -4.650
P -2.409 -2.304 2.518
C 1.488 0.054 3.156
C 0.741 -5.569 0.570
C 0.708 5.640 4.573
C 3.074 -7.032 -3.448
C -1.525 -0.102 -5.653
H -2.678 1.614 -3.238
C 0.328 8.125 -0.887
C -0.348 6.202 3.907
H 0.746 5.431 5.628
H 3.938 2.696 3.114
C -1.189 7.855 -2.511
H 1.866 9.023 -2.143



3.
The following is a DFT calculation (wB97M-V/def2-TZVPD) of C29H31As2F6GeNO4S2Zr as an isolated structure in a non-equilibrium geometry.

Properties
Orbital gap (spin up / spin down) ... 0.265 / 0.156 hartree
Charge ... +3
<S²> ... 0.783
Spin multiplicity ... 2
Largest force on an atom ... 3.2 eV Å⁻¹
Energy relative to the best compared isomer or geometry (same formula, charge and spin) ... 274.4 kJ/mol

Element x y z (Å)
H 6.085 3.675 2.766
C 0.902 4.011 2.389
O 0.935 0.098 3.247
H -3.606 -0.586 0.446
C -0.171 1.829 -5.233
C -1.688 1.415 0.034
C -0.687 0.511 -2.834
H 0.556 4.023 -0.734
C -1.968 -2.539 -3.426
S -1.120 -1.775 2.927
C -2.930 -2.298 -2.422
H -2.638 1.369 -0.505
Zr -0.037 0.214 1.240
C 0.885 1.427 -4.426
H -1.167 2.278 -0.382
F 0.011 2.096 5.533
O -1.811 -0.592 2.317
C 5.435 2.894 2.396
C 3.138 -2.080 1.774
C -0.716 1.187 4.940
H -6.110 -3.334 -1.633
H 2.360 -2.836 1.704
C 5.084 0.600 1.766
H 0.027 2.340 -6.166
F -2.834 -3.378 1.889
Ge -1.042 -0.348 -1.141
C 3.274 2.186 1.606
F -3.314 -2.739 3.906
N -0.647 -1.513 4.364
H 3.432 0.074 -1.585
C 3.762 0.886 1.447
H -5.343 -4.411 -3.657
C -3.419 -4.101 -4.560
S 0.368 -0.294 4.575
H 2.307 4.235 -0.532
H 1.080 3.690 3.413
F -1.746 -4.204 3.576
H -5.713 -1.775 0.251
H 6.944 1.374 2.492
H 4.450 -1.171 -0.850
F -1.131 1.676 3.744
C -2.719 -1.395 -1.344
C -4.946 -1.932 -0.495
H -3.607 -4.784 -5.377
H -1.020 -2.016 -3.403
H 1.454 0.450 -2.609
C -1.484 1.570 -4.851
As 1.439 2.610 1.162
H -1.448 -3.587 -5.224
H 5.476 -0.404 1.655
C -2.369 -3.160 3.107
C -2.209 -3.427 -4.472
H 2.870 -1.622 -1.531
H 1.904 1.616 -4.735
H 4.070 -2.480 1.379
F -1.747 0.834 5.659
H 1.481 4.908 2.180
H 3.756 4.200 2.212
H -2.007 1.638 1.071
C 4.116 3.187 2.081
C 0.626 0.775 -3.228
H -0.155 4.236 2.251
H -2.303 1.882 -5.485
H 1.676 2.791 -1.360
C -4.396 -3.890 -3.590
C -4.173 -3.003 -2.517
C -1.741 0.906 -3.663
H -2.771 0.700 -3.388
C 5.917 1.603 2.241
H 3.272 -1.782 2.812
C -3.737 -1.253 -0.397
C 1.498 3.505 -0.558
C 3.422 -0.845 -1.004
O 1.269 -0.498 5.631
C -5.169 -2.804 -1.550
As 2.645 -0.516 0.744
O -0.088 -2.125 1.941



4.
The following is a DFT calculation (wB97M-V/def2-TZVPD) of a 2-piece molecular cluster, C4H9NO2 overall.

Properties
Orbital gap ... 0.354 hartree
Spin multiplicity ... 1
Largest force on an atom ... 0.4 eV Å⁻¹
Energy relative to the best compared isomer or geometry (same formula, charge and spin) ... 125.5 kJ/mol

Element x y z (Å)
H -0.803 -0.211 -1.016
O 0.459 -2.261 -0.458
H -1.815 2.235 -0.943
H -0.417 2.677 0.044
H -0.191 2.122 -1.616
C 0.183 -2.223 0.728
H -0.329 -1.289 2.431
H 1.747 0.397 -0.714
C -0.779 1.973 -0.708
O 1.763 0.000 -1.595
N -0.178 -1.129 1.448
H -0.177 0.947 1.759
C -0.658 0.552 -0.260
H 1.331 -0.855 -1.437
H 0.207 -3.133 1.352
C -0.341 0.200 0.985



5.
The following is a DFT calculation (wB97M-V/def2-TZVPD) of a 5-piece molecular cluster, C27H30F32IN3O4P overall in a non-equilibrium geometry.

Properties
Orbital gap ... 0.231 hartree
Charge ... -1
Spin multiplicity ... 1
Largest force on an atom ... 6.0 eV Å⁻¹

Element x y z (Å)
H -7.489 8.203 4.949
C 7.969 -2.231 1.895
F -4.537 8.023 2.192
H -4.420 2.205 -2.932
F 4.587 -1.761 1.143
H 5.817 -1.655 -5.060
C -5.114 10.280 4.091
H -6.787 2.247 1.484
C 1.109 -4.761 1.975
P -4.945 -0.061 0.171
H -4.057 0.365 -2.772
O -6.431 9.795 4.345
F -0.374 -4.081 0.226
C -5.329 1.373 -1.018
F 3.304 -2.932 -0.167
H -5.783 7.903 4.996
H 4.367 -4.560 1.114
H 1.602 -3.926 0.027
H -2.173 0.676 2.016
F 7.426 -2.430 -5.943
H -2.902 -3.664 3.435
I -5.697 -1.813 -1.378
F -2.118 -4.601 1.868
F 6.607 -1.850 -0.883
H -5.046 6.319 3.089
C -2.425 -3.429 2.481
H -6.152 4.217 3.424
H -3.144 -0.817 -1.184
H -4.660 -1.093 1.144
F 6.273 -3.325 -7.787
F 5.110 -3.692 -3.569
H -4.720 2.319 -0.618
H -5.651 11.933 2.777
C 5.937 -3.790 -4.658
H -6.066 0.043 -3.916
F -5.367 10.280 1.711
C 6.576 -2.427 -4.892
F 8.727 -4.377 -8.598
N -6.128 0.987 -3.475
F -4.236 9.251 4.175
F 7.205 -1.219 1.410
F 2.364 -5.287 2.133
F -4.818 11.107 5.130
F 6.867 -4.725 -4.327
C -5.007 11.050 2.770
C 8.006 -4.991 -7.623
F 0.915 -5.781 -0.160
H -6.473 1.675 -0.867
F 8.223 -4.584 1.969
F 6.023 -5.163 -8.907
C 5.305 -2.140 -1.100
F 4.720 -0.979 -1.501
F -3.730 11.453 2.538
H 5.239 -2.847 -1.933
F -7.643 6.650 3.221
F -5.737 6.493 1.234
F -3.335 -2.805 1.687
F 7.611 -3.754 0.063
H -6.998 0.931 -2.864
C 1.054 -3.465 2.798
H 8.174 -6.068 -7.696
H 1.410 -2.594 2.235
C -4.886 1.165 -2.575
H 4.269 -4.892 -5.378
C 6.515 -4.657 -7.743
F 9.241 -1.987 1.479
H -2.719 -0.743 0.418
F 8.520 -4.568 -6.439
F -0.631 -2.136 1.523
H 4.584 -3.510 -6.374
H 1.785 -3.582 3.608
H 5.594 -4.643 -0.106
C 0.855 -4.583 0.482
C 4.616 -2.685 0.146
H 7.947 -2.176 2.986
C -6.749 7.672 3.029
N -3.218 -0.182 -0.335
C -3.064 1.412 2.265
C 7.478 -3.597 1.402
C -5.725 2.332 1.985
C -5.298 3.441 3.113
C -1.180 -2.557 2.687
C -5.477 7.082 2.432
C -4.527 1.266 1.511
O -0.178 -3.199 3.474
F 7.311 -2.050 -3.811
O 5.730 -5.242 -6.705
C 5.206 -3.995 0.689
N -3.966 3.615 3.785
C 5.088 -4.315 -5.826
C -6.564 8.371 4.384
O 6.128 -3.868 1.775
H -1.864 2.699 3.913
C -2.926 2.613 3.372
F -1.519 -1.429 3.369
F 0.258 -5.671 2.519
F -7.353 8.529 2.163
H -6.318 -0.025 0.695



6.
The following is a DFT calculation (wB97M-V/def2-TZVPD) of a 7-piece molecular cluster, C10H34N2O7 overall in a non-equilibrium geometry.

Properties
Orbital gap ... 0.346 hartree
Spin multiplicity ... 1
Largest force on an atom ... 10.3 eV Å⁻¹
Energy relative to the best compared isomer or geometry (same formula, charge and spin) ... 445.8 kJ/mol

Element x y z (Å)
H 3.022 -1.223 0.345
N -0.539 -0.375 -1.207
H 1.757 3.968 -0.099
H -2.795 -1.702 -1.121
H -1.061 -3.247 -2.147
H 4.032 2.457 0.128
H -5.705 -0.318 -0.150
H -1.103 0.186 -1.822
H 1.933 1.416 0.565
C -3.876 -0.130 -1.076
H -5.569 1.166 -1.057
H -1.882 -2.639 1.650
C 0.775 0.860 1.957
H 0.727 2.352 -1.801
H -2.417 -3.513 -0.216
C 1.508 3.042 -2.038
H 5.215 0.860 0.779
H -1.777 -1.684 -2.828
O 1.375 3.404 -3.451
H 1.682 2.658 -3.962
H -3.494 0.054 -2.130
H 2.790 -1.534 2.212
O 2.653 -3.213 1.040
C 3.130 -1.918 1.245
C -5.349 0.100 -1.067
H 0.663 4.932 -1.246
H -0.947 0.052 3.161
O 0.416 -2.387 -0.514
O -2.681 -4.007 0.575
H 2.379 2.414 -1.907
H -3.671 -2.523 1.585
O -3.683 -1.494 -0.850
C -0.498 0.021 2.185
H 2.519 4.879 -1.391
C 1.648 4.318 -1.166
H 0.024 0.205 -0.571
O 3.651 1.935 0.796
C -2.817 -3.161 1.674
C -0.516 -1.661 -1.248
H -3.411 0.562 -0.312
H -5.886 -0.585 -1.730
H -1.205 0.368 1.428
H -2.926 -3.664 2.607
H -0.242 -1.001 2.039
H 4.151 -2.138 1.566
C 4.642 1.317 1.552
H 0.498 1.921 2.159
H 4.175 0.600 2.147
H 5.248 1.934 2.124
N -1.291 -2.204 -2.084
H 1.892 -3.141 0.538
O 1.163 0.860 0.585
H 1.683 0.595 2.567



7.
The following is a DFT calculation (wB97M-V/def2-TZVPD) of a 10-piece molecular cluster, C4H28N2O11 overall in a non-equilibrium geometry.

Properties
Orbital gap ... 0.373 hartree
Spin multiplicity ... 1
Largest force on an atom ... 1.8 eV Å⁻¹
Energy relative to the best compared isomer or geometry (same formula, charge and spin) ... 183.7 kJ/mol

Element x y z (Å)
H -1.218 0.963 -3.614
H -3.726 1.626 1.085
H -4.027 -0.461 -0.504
O -1.719 0.843 -2.802
H 0.867 -3.152 3.297
N -0.904 1.189 2.374
C -1.618 0.166 1.876
H -3.405 -2.612 -0.826
O 2.097 1.661 0.983
H -0.933 2.099 1.960
H 3.901 -1.713 -0.663
H -1.756 -0.831 -1.937
O 3.114 0.514 -2.069
H 1.020 0.644 -1.722
H 0.394 1.381 -0.558
O 2.524 3.128 -1.231
O -1.705 -0.913 2.455
H -0.210 -1.543 -0.907
O 2.717 -1.027 1.823
O -1.774 -1.768 -1.676
H 2.208 1.497 0.046
H 2.824 -2.565 -1.229
O 0.464 1.400 -1.517
H -2.994 2.191 -0.291
N -2.852 1.705 0.582
C -2.582 -1.996 -0.481
H 1.652 3.503 -1.358
H 0.654 -1.268 0.281
H -1.455 0.413 -0.285
H 2.512 -0.120 1.537
O 3.616 -2.086 -1.511
H 3.979 0.382 -2.470
C -2.227 0.367 0.480
O 1.047 -2.233 3.521
H 2.511 2.269 -1.675
H 0.155 -1.841 3.478
H 2.354 2.557 1.202
H 2.936 -0.369 -1.679
H 1.892 -1.372 2.228
C -3.212 -0.742 0.167
H -1.866 -2.399 0.233
H -3.634 -1.206 1.064
H -1.562 1.675 -2.346
O 0.557 -0.997 -0.644
H -0.618 1.042 3.324



8.
The following is a DFT calculation (wB97M-V/def2-TZVPD) of one molecule with the formula C9H16N2O4 in a non-equilibrium geometry.

Properties
Orbital gap ... 0.371 hartree
Spin multiplicity ... 1
Largest force on an atom ... 4.4 eV Å⁻¹
Energy relative to the best compared isomer or geometry (same formula, charge and spin) ... 152.1 kJ/mol

Element x y z (Å)
H -0.691 -1.933 -2.849
C -1.600 -1.633 -2.325
O -0.995 2.000 3.558
N -0.251 -0.082 0.869
C 2.452 2.260 -0.443
H 2.398 3.258 0.002
C -2.675 -1.215 -3.337
H -2.281 -1.182 -4.349
H 1.673 -1.783 1.954
O 1.250 1.531 -0.184
H 1.274 2.450 2.418
H -2.194 -0.115 -0.917
O 2.234 0.067 1.215
C -1.268 -0.520 -1.329
H -3.508 -1.912 -3.324
H -3.064 -0.230 -3.101
C 2.138 -0.856 2.295
N 0.739 1.645 2.123
H 2.504 2.354 -1.525
H 1.558 -0.441 3.118
C -0.436 -1.059 -0.163
O -2.181 -0.293 2.049
H -0.725 0.291 -1.817
H -1.949 -2.500 -1.759
H 0.546 -1.390 -0.505
C 1.161 0.877 0.998
C -0.509 1.399 2.641
H 3.324 1.721 -0.071
H -0.966 -1.898 0.302
C -1.116 0.238 1.837
H 3.158 -1.050 2.620



> What is the spin multiplicity in the seventh record?

1